Record 1
Density functional theory data (ωB97M-V/def2-TZVPD) for one molecule with the formula C4H5NO in a non-equilibrium geometry.

Structure (SMILES): N#CC[C@H]1CO1
Net charge: 0
Multiplicity: 1

Element x y z (Å)
O: -0.302 0.929 -1.442
N: 0.149 -2.416 1.209
C: -0.822 -0.014 0.806
C: 0.876 0.185 -1.165
C: -0.296 -1.359 1.059
C: 0.102 0.810 -0.092
H: 0.793 -0.892 -1.310
H: 0.472 1.735 0.350
H: -0.985 0.490 1.764
H: 1.810 0.637 -1.494
H: -1.796 -0.106 0.316

---

Record 2
Density functional theory data (ωB97M-V/def2-TZVPD) for one molecule with the formula C4H6N2O.

Structure (SMILES): [H]/N=C1/NCC=C1O
Net charge: 0
Multiplicity: 1

Element x y z (Å)
O: -2.203 -0.593 0.447
N: 1.189 -0.783 -0.503
N: -0.417 -0.060 -2.057
C: 1.293 0.348 0.452
C: -0.136 -0.512 -0.903
C: -0.880 -0.341 0.381
C: -0.006 0.212 1.229
H: -1.365 0.315 -2.061
H: -0.193 0.607 2.222
H: 2.213 0.391 1.032
H: 1.247 1.245 -0.194
H: -2.545 -0.189 1.257
H: 1.803 -0.640 -1.300

---

Record 3
Density functional theory data (ωB97M-V/def2-TZVPD) for a 2-piece molecular cluster, C4H10NP overall in a non-equilibrium geometry.

Net charge: 0
Multiplicity: 1

Element x y z (Å)
P: -0.112 -1.591 -0.653
N: -0.561 -0.630 0.692
C: 1.521 0.690 0.328
C: -0.346 0.638 -2.700
C: -1.504 -0.689 1.816
C: 0.891 -0.641 0.623
H: 2.597 0.562 -0.060
H: -1.220 1.187 -2.580
H: -2.331 -1.338 1.718
H: 0.513 1.175 -2.475
H: 0.921 1.152 -0.439
H: 1.548 1.301 1.239
H: -0.365 -0.034 -3.488
H: -1.002 -0.869 2.762
H: -2.061 0.256 1.936
H: 1.510 -1.169 1.280

---

Calculated energy relative to the best compared isomer or geometry (same formula, charge and spin) (kcal/mol), listed in the same order as above: 37.89, 47.24, 84.97